# C47H84N4O3

A cluster of 5 separate species, C47H84N4O3 in total (ωB97M-V/def2-TZVPD, OMol25).

Geometry as XYZ:
```
138
Properties=species:S:1:pos:R:3:mulliken_charge:R:1
O 0.221 -0.982 -0.757 -0.008
O 5.964 -0.572 -2.129 -0.569
O 1.305 -0.946 -3.445 -0.589
N -3.192 -1.776 4.910 0.190
N 0.109 -6.372 0.470 0.094
N 6.790 5.825 1.259 0.245
N -7.167 1.003 -3.479 0.122
C -9.322 -0.104 -4.309 -0.976
C 1.974 -1.217 0.837 -0.067
C 4.250 -0.814 0.280 -1.055
C 6.397 7.220 1.154 -0.731
C -1.907 -2.027 7.110 -0.974
C 5.887 2.611 -2.649 -0.444
C -6.135 0.357 -4.273 -0.005
C -0.890 2.126 -3.928 -1.479
C 0.915 -4.945 2.438 -0.446
C -2.152 -2.276 4.032 -0.632
C 6.725 3.644 -2.970 -0.605
C -6.167 -1.171 -4.391 -1.139
C 8.382 5.816 3.265 -1.056
C -4.338 -2.649 5.094 -0.682
C -0.118 -7.703 1.009 -0.720
C -2.659 -2.652 2.648 -0.957
C 4.826 -0.147 -2.066 -0.147
C 2.166 -0.337 -2.840 0.449
C -2.018 -0.141 -3.592 -1.642
C -2.100 0.967 0.657 -1.978
C 5.793 4.927 1.811 -0.413
C 3.289 -1.159 1.203 -0.933
C 6.167 3.271 -5.240 -0.530
C -2.676 -1.150 6.116 -0.645
C 1.187 -5.618 1.086 -0.843
C 2.999 0.753 -3.461 -0.946
C 6.855 3.992 -4.303 -0.495
C 1.555 -0.940 -0.439 -0.043
C 5.324 2.238 -4.915 -0.430
C 5.174 1.897 -3.588 0.228
C -4.086 -4.063 5.634 -0.916
C -2.184 1.661 -1.710 -1.430
C 2.511 -0.618 -1.387 0.029
C -5.950 0.711 -1.340 -1.206
C 5.961 7.943 2.434 -0.980
C -0.227 0.395 -0.862 -0.742
C -1.760 0.502 -0.785 1.079
C 4.268 0.835 -3.081 0.632
C -7.261 0.575 -2.097 -0.516
C -0.765 -7.818 2.394 -0.951
C 4.467 4.967 1.066 -1.443
C -8.460 1.151 -4.126 -0.719
C -0.917 -4.378 -0.608 -1.035
C -1.116 -5.635 0.225 -0.206
C -2.065 1.358 -3.233 0.973
C 3.836 -0.551 -0.997 1.152
C 8.129 5.584 1.771 -0.726
H 1.696 -4.207 2.641 0.406
H -9.399 -0.690 -3.393 0.279
H 9.348 5.388 3.543 0.405
H -6.930 -1.510 -5.092 0.358
H 7.245 4.147 -2.162 0.463
H -0.283 1.400 -4.479 0.232
H -2.084 -0.276 -4.672 0.532
H -1.396 -1.392 7.838 0.400
H -0.748 -8.244 0.296 0.432
H -9.040 1.875 -3.544 0.431
H -1.074 -8.851 2.568 0.404
H -1.627 -5.360 1.162 0.077
H -1.804 -6.280 -0.328 0.523
H -1.736 0.271 1.419 0.339
H -2.860 -0.634 -3.090 0.247
H -10.335 0.187 -4.596 0.399
H -1.402 -1.488 3.904 0.490
H 8.423 6.876 3.511 0.219
H -5.162 0.641 -3.858 -0.399
H -0.042 -4.421 2.456 -0.193
H -7.618 -0.463 -2.003 0.274
H -1.300 2.800 -4.688 0.386
H -1.147 -2.637 6.622 0.261
H -1.616 1.934 0.838 0.508
H -1.886 -3.935 -0.848 0.476
H 6.177 3.904 1.743 0.472
H -0.068 -7.559 3.191 0.227
H 0.109 0.863 -1.796 -0.168
H -2.571 -2.682 7.673 0.233
H 5.777 2.344 -1.599 0.436
H -3.190 -1.820 2.183 0.369
H -6.137 0.792 -5.275 0.417
H 1.501 -4.841 0.382 0.321
H 4.613 4.782 0.000 0.296
H -6.104 0.485 -0.283 0.478
H 0.241 0.939 -0.032 0.561
H 0.831 -8.248 1.015 0.361
H 5.578 7.287 0.433 0.382
H -5.562 1.729 -1.410 0.307
H -3.179 1.124 0.750 0.386
H 2.538 1.425 -4.179 0.595
H -3.323 -3.518 2.676 0.390
H 6.292 3.571 -6.277 0.339
H -5.065 -2.147 5.737 0.406
H 8.841 6.184 1.196 0.412
H 8.389 4.545 1.543 0.377
H -1.816 -2.912 2.004 -0.083
H -4.850 -2.743 4.132 0.336
H 3.600 -1.363 2.222 0.486
H -2.017 -0.332 5.808 0.380
H 2.062 -6.266 1.180 0.371
H -3.902 -4.062 6.707 0.275
H -1.104 -0.578 -3.180 0.339
H -0.340 -3.619 -0.078 -0.227
H -8.001 1.202 -1.591 0.503
H 5.446 8.869 2.172 0.375
H -3.247 -4.553 5.138 0.198
H -8.316 1.625 -5.101 0.355
H 4.771 1.687 -5.669 0.509
H 6.811 8.219 3.056 0.266
H -2.974 1.758 -3.700 0.641
H -1.624 -3.141 4.463 0.209
H -1.607 2.555 -1.445 0.314
H -5.189 0.021 -1.712 0.156
H 7.211 7.781 0.688 0.374
H 0.934 -5.659 3.261 0.331
H 5.606 5.117 2.879 0.227
H -0.308 2.734 -3.230 0.315
H 1.249 -1.479 1.604 0.706
H -4.970 -4.681 5.464 0.370
H 3.802 4.192 1.452 0.437
H -1.653 -7.193 2.489 0.241
H -3.236 1.888 -1.506 0.179
H -2.285 -0.431 -0.988 0.309
H -6.338 -1.660 -3.431 0.216
H -8.941 -0.746 -5.103 0.222
H 7.498 4.825 -4.563 0.392
H -3.502 -0.662 6.642 0.374
H -0.413 -4.603 -1.549 0.393
H -5.207 -1.528 -4.771 0.435
H 5.301 -0.727 0.529 0.521
H 3.954 5.922 1.186 0.329
H 5.272 7.347 3.033 0.254
H 7.625 5.342 3.891 0.283
```

Properties
* orbital gap: 7.26 eV
* HOMO level: -8.0 eV